Record 1
Here is a 9-piece molecular cluster, C48H114O27S2 overall from the OMol25 dataset. Energies are from ωB97M-V/def2-TZVPD.

Last column: Mulliken charge in e.
CARTESIAN COORDINATES (ANGSTROEM)
C 6.009 -0.893 -4.730  -0.9614
C 5.240 -0.975 -6.066  -0.0641
O 5.440 -2.169 -6.696  -0.3069
S 5.305 -2.391 -8.331  1.1908
C 6.931 -1.567 -8.764  -0.9220
O 5.318 -3.791 -8.672  -0.5709
O 4.269 -1.481 -8.834  -0.6222
H 5.966 -1.830 -4.174  0.2648
H 5.790 -0.032 -4.101  0.1006
H 7.036 -0.804 -5.088  0.4123
H 4.170 -0.905 -5.866  0.1984
H 5.677 -0.135 -6.609  0.2976
H 7.585 -1.321 -7.930  0.2719
H 6.688 -0.633 -9.270  0.3318
H 7.367 -2.210 -9.528  0.3723
C 3.224 -2.329 -0.608  0.0332
C 4.700 -2.464 -0.481  -0.1422
O 4.953 -3.620 0.374  -0.2160
S 5.589 -4.936 -0.451  1.1406
C 6.827 -5.214 0.905  -1.0176
O 4.600 -6.006 -0.450  -0.6072
O 6.230 -4.592 -1.724  -0.6133
H 2.991 -1.548 -1.335  -0.1964
H 2.735 -2.053 0.326  -0.2350
H 2.640 -3.162 -1.001  0.4470
H 5.221 -2.411 -1.437  0.2400
H 5.178 -1.682 0.111  0.0713
H 6.492 -4.924 1.899  0.2875
H 7.752 -4.724 0.608  0.3414
H 6.935 -6.289 1.053  0.4058
C -1.525 -0.866 1.720  0.5714
O -1.673 -0.342 0.401  -0.2442
C -0.497 0.301 -0.063  0.1314
C -0.471 0.537 -1.552  -0.1363
O 0.512 1.502 -2.020  -0.0696
C 0.773 1.574 -3.396  -0.5898
C 1.853 0.660 -3.871  -0.3788
O 3.139 0.890 -3.250  0.2332
C 3.719 2.227 -3.372  -0.7420
H -1.512 -1.955 1.714  -0.5314
H -2.345 -0.441 2.300  -0.1584
H -0.635 -0.553 2.269  0.1758
H 0.457 -0.136 0.246  -0.2168
H -0.292 1.290 0.359  -0.0036
H -1.449 0.946 -1.818  -0.2501
H -0.483 -0.442 -2.037  0.2961
H 1.168 2.579 -3.550  0.5407
H -0.129 1.430 -3.994  -0.1574
H 1.860 0.704 -4.962  0.3555
H 1.704 -0.360 -3.514  0.1922
H 3.798 2.681 -4.362  0.4122
H 4.779 2.152 -3.128  0.2519
H 3.172 2.924 -2.737  0.0442
C -1.541 -7.488 5.066  -0.5115
O -2.736 -6.754 5.235  -0.3876
C -2.577 -5.562 5.975  -0.1532
C -3.727 -4.585 5.610  -0.7498
O -3.180 -3.901 4.467  0.0462
C -4.048 -2.863 3.933  -0.2159
C -5.366 -3.252 3.284  -0.5068
O -5.388 -2.974 1.871  -0.0733
C -6.783 -3.209 1.409  -0.9305
H -1.783 -8.516 4.791  0.4011
H -0.946 -7.447 5.978  0.4016
H -0.977 -7.309 4.147  -0.1094
H -1.603 -5.085 5.845  -0.0559
H -2.454 -5.817 7.031  0.5289
H -3.859 -3.922 6.467  0.3556
H -4.599 -5.189 5.359  0.3672
H -3.515 -2.281 3.182  -0.3853
H -4.274 -2.199 4.770  0.4926
H -6.234 -2.960 3.877  0.4443
H -5.412 -4.330 3.470  0.3336
H -6.908 -4.290 1.354  0.3316
H -6.832 -2.686 0.455  0.2346
H -7.605 -2.775 1.979  0.3423
C 0.588 -3.638 4.660  -0.4467
O 0.854 -2.268 4.297  -0.4033
C 1.907 -2.106 3.278  0.1029
C 2.605 -0.830 3.548  -0.5520
O 3.351 -0.371 2.463  0.0948
C 4.330 0.504 2.865  -0.8458
C 4.980 1.343 1.780  -0.2086
O 5.832 0.708 0.821  -0.2757
C 6.314 1.399 -0.270  -0.6556
H -0.387 -3.961 4.291  -0.0798
H 0.428 -3.562 5.736  0.3513
H 1.329 -4.400 4.418  0.2707
H 1.231 -1.971 2.430  -0.5123
H 2.645 -2.863 3.009  0.4924
H 3.224 -1.017 4.429  0.3485
H 1.897 -0.022 3.748  0.3685
H 5.184 0.063 3.387  0.3478
H 4.023 1.238 3.615  0.4200
H 5.653 2.097 2.197  0.5512
H 4.238 2.028 1.360  -0.1404
H 5.516 1.658 -0.971  0.1206
H 6.980 0.870 -0.953  0.2749
H 6.859 2.294 0.043  0.3844
C 1.406 3.904 0.362  -0.2161
O 1.412 5.188 -0.263  -0.1081
C 0.100 5.779 -0.176  -0.1847
C 0.163 7.142 -0.943  -0.7499
O 0.998 8.161 -0.395  -0.4643
C 2.414 7.979 -0.338  -0.3754
C 3.167 7.393 -1.594  -0.1121
O 4.522 7.412 -1.490  -0.4256
C 5.013 6.400 -0.589  -0.5692
H 0.787 3.720 1.240  0.4085
H 2.437 3.590 0.530  -0.1952
H 1.078 3.260 -0.456  0.0753
H -0.136 6.031 0.859  0.3082
H -0.660 5.121 -0.601  0.2490
H -0.831 7.585 -0.865  0.2304
H 0.432 7.146 -2.001  0.4118
H 2.821 7.489 0.548  0.2684
H 2.622 9.039 -0.185  0.2947
H 2.984 8.058 -2.441  0.3337
H 2.809 6.429 -1.963  0.1378
H 6.080 6.587 -0.711  0.2886
H 4.710 5.404 -0.916  0.1459
H 4.833 6.485 0.483  0.2799
C -4.721 4.308 0.112  -0.5120
O -3.652 4.113 1.037  -0.3323
C -3.441 2.745 1.362  0.3815
C -4.179 2.181 2.592  -0.6537
O -3.763 2.745 3.866  -0.4224
C -4.254 4.100 4.051  -0.1246
C -5.692 4.006 4.609  -0.4940
O -6.052 5.407 4.855  -0.3848
C -6.700 6.023 3.774  -0.6650
H -4.880 3.450 -0.542  0.1074
H -4.562 5.174 -0.533  0.2864
H -5.657 4.619 0.580  0.2042
H -2.401 2.589 1.658  0.0665
H -3.518 2.011 0.556  0.0280
H -4.176 1.093 2.516  0.3993
H -5.251 2.309 2.415  0.2361
H -4.251 4.679 3.130  0.0965
H -3.697 4.525 4.885  0.3130
H -5.790 3.347 5.472  0.3643
H -6.342 3.472 3.913  0.2796
H -7.121 6.960 4.141  0.2863
H -7.417 5.443 3.192  0.2930
H -5.898 6.398 3.133  0.2565
C -2.521 -7.770 1.485  -0.4323
O -3.428 -7.044 0.704  -0.5005
C -3.377 -5.641 1.071  0.3190
C -2.691 -4.751 0.016  -0.5077
O -1.304 -4.931 -0.257  -0.4919
C -0.466 -4.226 0.660  1.2401
C 0.838 -4.960 0.908  -0.8563
O 0.620 -5.854 1.988  0.1613
C 1.702 -6.690 2.427  -0.9773
H -1.479 -7.527 1.272  0.1438
H -2.730 -8.817 1.261  0.3664
H -2.649 -7.658 2.564  0.0824
H -2.949 -5.453 2.057  0.0123
H -4.416 -5.311 1.023  0.0611
H -2.945 -3.742 0.350  0.1136
H -3.186 -4.853 -0.949  0.4281
H -0.894 -4.035 1.645  -0.5484
H -0.128 -3.321 0.149  0.0417
H 1.718 -4.329 1.038  0.0022
H 1.006 -5.630 0.062  0.4977
H 1.562 -7.676 1.981  0.2966
H 1.519 -6.838 3.491  0.2279
H 2.604 -6.184 2.084  0.2925
C -2.848 7.482 -3.720  -0.4183
O -2.820 6.296 -4.526  -0.4113
C -3.274 5.135 -3.828  -0.0192
C -2.932 3.839 -4.600  -0.6243
O -3.578 2.767 -3.951  -0.1752
C -3.644 1.639 -4.835  -0.5869
C -3.688 0.273 -4.116  -0.2708
O -4.763 -0.032 -3.197  -0.4913
C -4.592 0.552 -1.968  0.0865
H -2.211 7.468 -2.831  -0.0550
H -3.842 7.750 -3.362  0.3351
H -2.352 8.311 -4.225  0.3421
H -4.362 5.175 -3.772  0.3208
H -2.717 5.029 -2.896  0.0451
H -1.845 3.730 -4.616  0.1726
H -3.219 3.990 -5.642  0.4152
H -2.834 1.501 -5.552  0.4566
H -4.618 1.734 -5.319  0.3522
H -2.712 0.096 -3.660  -0.0212
H -3.834 -0.477 -4.894  0.4170
H -5.411 0.354 -1.276  0.4172
H -4.269 1.594 -1.933  -0.0983
H -3.798 0.024 -1.427  -0.0688

## Properties
Calculated total energy in eV: -128557.628
SMILES: CCOS(C)(=O)=O.CCOS(C)(=O)=O.COCCOCCOC.COCCOCCOC.COCCOCCOC.COCCOCCOC.COCCOCCOC.COCCOCCOC.COCCOCCOC
E_LUMO in Eh: 0.0150
Gap between HOMO and LUMO in Eh: 0.342
Relative energy (zero: lowest compared OMol25 entry of this formula, charge and spin) in kcal per mole: 139.2
HOMO level in eV: -8.90

Record 2
Here is a 14-piece molecular cluster, C48H116N8O20 overall from the OMol25 dataset. Energies are from ωB97M-V/def2-TZVPD.

Last column: Mulliken charge in e.
CARTESIAN COORDINATES (ANGSTROEM)
C 20.198 9.979 10.176  -0.9453
O 19.594 11.264 10.499  -0.1154
C 20.467 12.313 10.112  -0.9394
C 19.680 13.634 10.183  0.0799
O 18.688 13.684 9.159  -0.4772
C 17.959 14.938 9.218  -0.7679
H 19.482 9.205 10.406  0.2522
H 21.167 9.921 10.662  0.3632
H 20.431 9.864 9.115  0.3339
H 20.740 12.218 9.074  0.3940
H 21.350 12.429 10.774  0.4061
H 20.432 14.460 10.115  0.4688
H 19.123 13.835 11.124  -0.1220
H 17.077 14.907 8.626  0.4304
H 18.582 15.764 8.933  0.5911
H 17.630 15.134 10.252  0.0047
C 11.567 16.260 14.285  0.1359
O 10.964 15.791 15.522  -0.3057
C 10.587 14.451 15.441  -0.9281
C 9.766 14.193 16.704  -0.6395
O 10.634 14.207 17.823  -0.2613
C 9.876 14.209 19.067  -0.6212
H 10.960 15.805 13.506  0.6087
H 12.644 15.998 14.287  -0.0298
H 11.418 17.309 14.277  -0.7846
H 11.396 13.757 15.227  0.4445
H 10.026 14.238 14.564  0.4208
H 9.199 13.224 16.635  0.4093
H 9.035 14.962 16.757  0.3227
H 9.334 15.159 19.126  0.1933
H 10.508 14.153 19.974  0.2487
H 9.109 13.381 19.059  0.2960
C 18.305 20.607 14.024  -0.1319
O 17.207 20.570 14.931  0.0035
C 16.721 21.875 15.106  0.0824
C 15.937 21.987 16.431  -1.0051
O 14.683 21.409 16.233  0.0084
C 13.674 22.012 17.035  -1.0674
H 18.044 20.782 12.948  -0.3131
H 18.692 19.593 14.135  -0.2514
H 19.007 21.347 14.361  0.6889
H 16.085 22.066 14.260  -0.2288
H 17.562 22.613 15.107  0.4203
H 15.817 23.056 16.700  0.4615
H 16.470 21.468 17.202  0.2966
H 12.895 21.324 17.139  0.2213
H 13.337 22.964 16.685  0.3280
H 14.055 22.093 18.085  0.4043
C 10.691 14.615 10.760  -1.2034
O 11.449 15.768 10.822  0.3965
C 10.933 16.923 10.216  0.0537
C 10.970 16.777 8.683  -0.6371
O 12.214 16.590 8.129  -0.0431
C 12.224 16.842 6.763  -0.9049
H 10.839 14.078 9.847  0.3204
H 9.592 14.759 10.879  0.3958
H 10.869 13.964 11.595  0.2774
H 11.522 17.762 10.567  -0.3568
H 9.895 17.114 10.524  0.2680
H 10.555 17.633 8.143  0.5003
H 10.286 15.939 8.388  0.2839
H 12.078 17.917 6.600  0.2381
H 11.382 16.351 6.216  0.3826
H 13.199 16.512 6.376  0.2196
C 16.239 9.533 11.800  -0.7323
O 15.647 10.796 11.766  -0.3564
C 16.249 11.558 10.662  -0.0548
C 15.399 12.808 10.586  -0.9874
O 15.487 13.656 11.735  0.1231
C 14.563 14.717 11.535  -0.3683
H 15.929 8.963 12.696  0.2627
H 17.339 9.597 11.885  0.1309
H 16.012 9.016 10.885  0.3842
H 16.192 10.910 9.749  0.5903
H 17.306 11.754 10.910  -0.1573
H 14.349 12.533 10.524  0.3871
H 15.638 13.423 9.729  0.4279
H 14.712 15.294 10.621  0.3482
H 14.621 15.311 12.510  -0.5115
H 13.546 14.310 11.444  0.4439
C 13.366 22.470 12.547  -0.0803
O 12.741 22.625 11.261  -0.5402
C 12.859 21.431 10.550  2.7062
C 12.788 21.699 9.085  -0.9166
O 11.445 21.807 8.579  -0.4428
C 10.775 20.593 8.347  -0.1742
H 13.221 23.372 13.130  0.4211
H 14.432 22.247 12.380  -0.0318
H 12.903 21.598 13.061  -0.1934
H 12.051 20.619 10.768  -0.8625
H 13.809 20.918 10.777  -0.9800
H 13.218 20.845 8.548  0.3366
H 13.351 22.577 8.789  0.2835
H 11.298 19.876 7.674  0.0365
H 9.792 20.832 7.832  0.2977
H 10.467 20.058 9.201  -0.0060
C 17.458 13.092 16.647  -1.2372
C 18.770 13.320 15.921  0.7533
O 19.714 13.918 16.477  -0.7640
N 18.937 12.785 14.711  0.0467
C 17.900 12.133 13.897  -1.1565
H 16.638 13.333 16.019  0.2504
H 17.545 13.773 17.523  0.2620
H 17.468 12.101 17.055  0.4859
H 19.836 12.973 14.289  0.3046
H 17.151 12.842 13.409  0.2641
H 17.333 11.491 14.560  0.3863
H 18.502 11.634 13.197  0.3866
C 18.941 19.125 10.083  -0.0353
C 18.087 18.790 8.886  0.4794
O 18.659 18.758 7.821  -0.7353
N 16.794 18.502 9.109  1.3582
C 15.843 18.196 8.072  -1.4724
H 19.488 20.069 9.853  0.1841
H 19.720 18.362 10.199  0.2798
H 18.296 19.240 10.943  -0.4656
H 16.434 18.726 10.061  -0.2256
H 16.328 17.419 7.483  0.3945
H 15.705 19.053 7.373  0.3213
H 14.893 17.716 8.397  0.4176
C 9.448 21.489 11.807  -1.3797
C 10.190 20.663 12.823  0.6686
O 10.619 19.518 12.598  -0.5031
N 10.344 21.195 14.032  -0.0566
C 11.093 20.457 15.067  0.4578
H 8.644 22.059 12.221  0.5293
H 9.145 20.805 11.007  0.2014
H 10.191 22.095 11.339  0.3154
H 10.064 22.160 14.051  0.2197
H 11.047 19.405 14.820  -0.2868
H 10.723 20.644 16.077  0.3346
H 12.140 20.700 15.039  -0.2959
C 14.690 15.386 17.566  -0.8879
C 15.796 16.183 16.945  0.7785
O 16.077 16.308 15.737  -0.5037
N 16.638 16.895 17.818  -0.1312
C 17.861 17.531 17.215  -0.4349
H 13.722 15.753 17.229  -0.1948
H 14.721 15.529 18.673  0.4885
H 14.642 14.274 17.379  0.1635
H 16.617 16.799 18.818  0.2184
H 17.508 18.301 16.500  0.0365
H 18.392 16.746 16.701  0.0140
H 18.516 17.933 17.974  0.3896
C 17.013 17.129 12.602  -0.2606
C 15.912 18.102 12.477  0.1043
O 15.999 19.050 11.675  -1.3449
N 14.897 17.947 13.386  1.9235
C 13.904 18.984 13.537  1.2495
H 17.402 16.835 11.649  -0.1060
H 16.721 16.184 13.086  0.1921
H 17.805 17.499 13.247  0.0234
H 14.978 17.266 14.164  -0.5180
H 13.489 19.179 12.525  -0.2599
H 14.391 19.882 13.939  -0.3149
H 13.125 18.665 14.218  -1.1365
C 16.667 22.342 9.744  -0.4737
C 17.605 22.741 10.913  0.4390
O 17.172 22.888 12.022  -0.5782
N 18.897 22.926 10.557  -0.1325
C 19.930 23.121 11.554  -0.7401
H 17.127 22.326 8.719  0.4652
H 15.844 23.080 9.648  0.2742
H 16.193 21.440 9.980  -0.2998
H 19.098 22.798 9.562  0.3043
H 19.628 23.909 12.198  0.2782
H 20.886 23.234 11.023  0.3665
H 20.010 22.220 12.191  0.1570
C 12.930 18.527 17.339  0.9639
C 11.542 18.799 17.900  0.1866
O 11.317 19.697 18.666  -0.7010
N 10.570 17.899 17.550  0.6124
C 9.370 17.908 18.283  -1.1762
H 13.475 17.834 17.974  0.5594
H 13.546 19.423 17.161  -0.6186
H 12.844 17.869 16.423  -0.6135
H 10.792 17.213 16.837  0.1566
H 8.890 16.959 18.111  0.3162
H 8.661 18.697 18.064  0.2691
H 9.565 18.102 19.323  0.3861
C 20.514 15.802 13.924  0.6708
C 21.919 15.282 13.963  0.0406
O 22.699 15.608 13.047  -0.6994
N 22.272 14.446 14.972  -0.1079
C 23.564 13.857 14.793  -1.0027
H 20.166 15.673 12.863  -0.0812
H 20.520 16.903 14.061  0.2310
H 19.848 15.320 14.638  -0.3421
H 21.620 14.121 15.627  0.4226
H 24.265 14.681 14.690  0.2756
H 23.636 13.265 13.863  0.2404
H 23.790 13.208 15.590  0.4155

## Properties
Calculated total energy in eV: -104523.466
E_LUMO in Eh: 0.0168
Gap between HOMO and LUMO in Eh: 0.342
Relative energy (zero: lowest compared OMol25 entry of this formula, charge and spin) in kcal per mole: 0.0
HOMO level in eV: -8.85